Computed, not measured: C34H30NO5SW as an isolated structure at a distorted geometry, with the ωB97M-V functional and the def2-TZVPD basis.

Properties
Kohn-Sham gap (alpha / beta) = 8.10 / 7.28 eV
E = -60129.2159 eV
ΔE to the lowest compared entry with this formula, charge and spin = 1.9 kcal/mol
total charge = +1
multiplicity = 3

CARTESIAN COORDINATES (ANGSTROEM)
W -0.979 -0.372 0.322
O -1.038 1.034 1.520
C -0.324 2.226 1.856
C 1.049 1.664 2.236
C 1.806 1.052 1.079
C 3.180 1.242 1.083
C 3.948 0.797 0.030
C 3.300 0.226 -1.045
C 1.928 0.047 -1.018
C 1.294 -0.511 -2.268
C 0.541 -1.811 -2.015
O -0.510 -1.391 -1.134
C -0.131 -2.405 -3.237
C 0.142 -1.978 -4.528
C -0.497 -2.574 -5.609
C -1.413 -3.591 -5.400
C -1.691 -4.018 -4.106
C -1.050 -3.432 -3.030
C 1.432 -2.817 -1.300
C 1.427 -3.003 0.072
C 2.322 -3.883 0.670
C 3.237 -4.577 -0.103
C 3.248 -4.397 -1.480
C 2.349 -3.527 -2.074
N 1.180 0.393 0.067
C -0.984 2.842 3.079
C -0.850 4.203 3.331
C -1.390 4.755 4.483
C -2.070 3.951 5.386
C -2.208 2.595 5.134
C -1.664 2.036 3.986
C -0.314 3.137 0.642
C 0.800 3.901 0.315
C 0.781 4.728 -0.801
C -0.351 4.796 -1.599
C -1.471 4.046 -1.269
C -1.455 3.226 -0.150
H 0.876 0.933 3.029
H 1.675 2.442 2.670
H 3.626 1.756 1.923
H 5.023 0.922 0.030
H 3.846 -0.094 -1.921
H 2.089 -0.677 -2.992
H 0.603 0.220 -2.697
H 0.851 -1.182 -4.716
H -0.276 -2.238 -6.614
H -1.911 -4.053 -6.242
H -2.406 -4.812 -3.939
H -1.266 -3.767 -2.021
H 0.723 -2.487 0.717
H 2.290 -4.026 1.742
H 3.931 -5.266 0.360
H 3.948 -4.944 -2.096
H 2.343 -3.413 -3.152
H -0.338 4.842 2.622
H -1.284 5.815 4.670
H -2.496 4.382 6.282
H -2.741 1.964 5.833
H -1.781 0.977 3.793
H 1.692 3.868 0.927
H 1.652 5.321 -1.044
H -0.365 5.438 -2.469
H -2.364 4.107 -1.876
H -2.342 2.665 0.119
C -4.492 -2.312 2.094
S -2.879 -2.093 1.458
O -2.960 -0.922 0.436
O -2.465 -3.298 0.807
O -1.981 -1.567 2.487
H -5.146 -2.587 1.270
H -4.827 -1.396 2.575
H -4.420 -3.127 2.811

These are the Mulliken partial charges, in e, on atoms 1 to 5: 0.19 0.28 2.03 -1.78 0.69

---

Computed, not measured: C4H4O2 as an isolated structure at a distorted geometry, with the ωB97M-V functional and the def2-TZVPD basis.

Properties
Kohn-Sham gap = 10.68 eV
E = -8304.0528 eV
ΔE to the lowest compared entry with this formula, charge and spin = 69.7 kcal/mol
total charge = 0
multiplicity = 1

CARTESIAN COORDINATES (ANGSTROEM)
O 1.659 -0.955 0.383
C 0.330 -0.694 0.623
C 0.081 0.841 0.393
O 0.884 1.451 -0.275
C -0.651 -0.825 -0.481
C -1.386 -0.120 -1.146
H 1.951 -0.137 -0.073
H -0.005 -1.176 1.551
H -0.823 1.257 0.860
H -2.037 0.360 -1.835

These are the natural (NBO) partial charges, in e, on atoms 1 to 5: -0.68 -0.03 0.41 -0.59 -0.03

---

Question: Look up the total charge of the second one.
Answer: 0

---

Repeat the first record exactly.
Computed, not measured: C34H30NO5SW as an isolated structure at a distorted geometry, with the ωB97M-V functional and the def2-TZVPD basis.

Properties
Kohn-Sham gap (alpha / beta) = 8.10 / 7.28 eV
E = -60129.2159 eV
ΔE to the lowest compared entry with this formula, charge and spin = 1.9 kcal/mol
total charge = +1
multiplicity = 3

CARTESIAN COORDINATES (ANGSTROEM)
W -0.979 -0.372 0.322
O -1.038 1.034 1.520
C -0.324 2.226 1.856
C 1.049 1.664 2.236
C 1.806 1.052 1.079
C 3.180 1.242 1.083
C 3.948 0.797 0.030
C 3.300 0.226 -1.045
C 1.928 0.047 -1.018
C 1.294 -0.511 -2.268
C 0.541 -1.811 -2.015
O -0.510 -1.391 -1.134
C -0.131 -2.405 -3.237
C 0.142 -1.978 -4.528
C -0.497 -2.574 -5.609
C -1.413 -3.591 -5.400
C -1.691 -4.018 -4.106
C -1.050 -3.432 -3.030
C 1.432 -2.817 -1.300
C 1.427 -3.003 0.072
C 2.322 -3.883 0.670
C 3.237 -4.577 -0.103
C 3.248 -4.397 -1.480
C 2.349 -3.527 -2.074
N 1.180 0.393 0.067
C -0.984 2.842 3.079
C -0.850 4.203 3.331
C -1.390 4.755 4.483
C -2.070 3.951 5.386
C -2.208 2.595 5.134
C -1.664 2.036 3.986
C -0.314 3.137 0.642
C 0.800 3.901 0.315
C 0.781 4.728 -0.801
C -0.351 4.796 -1.599
C -1.471 4.046 -1.269
C -1.455 3.226 -0.150
H 0.876 0.933 3.029
H 1.675 2.442 2.670
H 3.626 1.756 1.923
H 5.023 0.922 0.030
H 3.846 -0.094 -1.921
H 2.089 -0.677 -2.992
H 0.603 0.220 -2.697
H 0.851 -1.182 -4.716
H -0.276 -2.238 -6.614
H -1.911 -4.053 -6.242
H -2.406 -4.812 -3.939
H -1.266 -3.767 -2.021
H 0.723 -2.487 0.717
H 2.290 -4.026 1.742
H 3.931 -5.266 0.360
H 3.948 -4.944 -2.096
H 2.343 -3.413 -3.152
H -0.338 4.842 2.622
H -1.284 5.815 4.670
H -2.496 4.382 6.282
H -2.741 1.964 5.833
H -1.781 0.977 3.793
H 1.692 3.868 0.927
H 1.652 5.321 -1.044
H -0.365 5.438 -2.469
H -2.364 4.107 -1.876
H -2.342 2.665 0.119
C -4.492 -2.312 2.094
S -2.879 -2.093 1.458
O -2.960 -0.922 0.436
O -2.465 -3.298 0.807
O -1.981 -1.567 2.487
H -5.146 -2.587 1.270
H -4.827 -1.396 2.575
H -4.420 -3.127 2.811

These are the Mulliken partial charges, in e, on atoms 1 to 5: 0.19 0.28 2.03 -1.78 0.69

---

Question: Which value of multiplicity does entry 1 give?
Answer: 3

---

Question: The lowest multiplicity belongs to which entry?
Answer: C4H4O2